[1]
This record from OMol25 describes a molecular structure, C3H5N5 at a distorted geometry. The level of theory is wB97M-V/def2-TZVPD.

The geometry in ORCA input format:
```
! wB97M-V def2-TZVPD RIJCOSX def2/J DEFGRID3
* xyz 0 1
C -0.790 0.896 0.189
C -2.019 0.258 -0.189
C 0.393 -1.292 -0.029
H 1.163 1.859 -0.904
H 2.283 0.988 0.829
H -0.923 2.061 0.632
H -2.964 0.904 0.371
H 2.211 -1.758 -0.281
N 1.670 0.915 -0.317
N 0.403 0.233 -0.076
N -1.932 -1.167 -0.244
N -0.816 -1.792 -0.075
N 1.322 -2.106 0.094
*
```

The HOMO energy is -8.539 eV. The total energy comes out at -10635.0186 eV. The frontier orbital gap is 7.82 eV. The value obtained for the LUMO energy is -0.72 eV.

=====

[2]
This record from OMol25 describes C4H5N in the gas phase. The level of theory is wB97M-V/def2-TZVPD.

The geometry in ORCA input format:
```
! wB97M-V def2-TZVPD RIJCOSX def2/J DEFGRID3
* xyz 0 1
C -0.867 2.601 0.978
C -0.191 1.753 0.436
C 0.643 0.634 0.167
C 0.586 -1.682 -0.474
N 0.023 -0.343 -0.451
H -1.437 3.338 1.497
H 1.595 -1.602 -0.070
H -0.014 -2.325 0.179
H 0.603 -2.106 -1.482
H -0.941 -0.270 -0.778
*
```

The HOMO energy is -8.284 eV. The total energy comes out at -5715.1890 eV. The frontier orbital gap is 8.94 eV. The value obtained for the LUMO energy is 0.65 eV.

=====

[3]
This record from OMol25 describes C4H6ClNOS in the gas phase at a distorted geometry. The level of theory is wB97M-V/def2-TZVPD.

The geometry in ORCA input format:
```
! wB97M-V def2-TZVPD RIJCOSX def2/J DEFGRID3
* xyz 0 1
S 2.449 1.936 -1.282
C 1.258 2.149 -0.206
N 0.078 1.608 0.032
O -0.569 0.491 -0.580
C 0.054 -0.717 -0.303
C -0.226 -1.361 0.912
C -1.054 -1.759 -0.293
Cl -2.530 -1.007 -0.549
H 1.612 2.873 0.448
H -0.527 2.333 0.660
H 0.940 -0.812 -0.897
H -0.872 -0.786 1.450
H 0.316 -2.165 1.350
H -0.929 -2.783 -0.742
*
```

The HOMO energy is -8.407 eV. The total energy comes out at -31135.6825 eV. The frontier orbital gap is 8.98 eV. The value obtained for the LUMO energy is 0.57 eV.

=====

| no. | M (g/mol) |
| --- | --- |
| 1 | 111.11 |
| 2 | 67.09 |
| 3 | 151.62 |